Entry 1:
3 unconnected molecules or ions with the total composition C28H39FN2O5S3 at a distorted geometry. Source: the Open Molecules 2025 dataset; level of theory: wB97M-V/def2-TZVPD.

Results
DFT total energy: -78087.927 eV

Atoms and positions in Å:
C  -0.125100  2.519096  3.048161
C  -0.668472  1.203288  2.180568
C  -0.721150  -0.177944  3.121645
F  -1.392026  0.085750  4.415359
C  0.863425  -0.653907  3.270237
C  1.438620  -1.642798  2.049880
S  0.353609  -2.200921  0.588669
C  3.006834  -2.119021  2.099796
C  3.957316  -1.593648  3.371862
C  3.399381  -0.623703  4.581904
N  4.321057  -0.159099  5.720057
C  4.387570  -1.115861  6.712973
S  4.814859  -2.361658  7.819957
C  1.802568  -0.132899  4.535089
N  1.341103  0.791598  5.640328
C  0.798968  0.063942  6.705938
O  -0.164352  -0.472708  7.504806
C  5.556597  -2.081571  3.329377
O  6.255865  -2.405937  4.428070
C  6.196305  -2.173150  1.786635
C  7.767606  -1.681037  1.614869
S  7.817024  -0.646113  0.037204
O  9.017111  0.326524  -0.052290
O  6.525542  0.248853  -0.105560
C  5.335292  -2.649976  0.630684
C  3.745521  -3.069120  0.938212
O  3.137076  -4.092957  0.318853
H  -0.148252  3.517342  2.398930
H  -0.728993  2.680072  4.047867
H  1.027810  2.319853  3.261326
H  0.128720  1.057624  1.316324
H  -1.716456  1.471498  1.716542
H  -1.386175  -0.937147  2.526753
H  -0.955253  -2.494033  1.054052
H  8.548948  -2.551386  1.648296
H  7.985588  -0.930707  2.512538
H  7.843908  -1.448592  -1.143106
H  5.821401  -2.697939  -0.441567
C  0.867696  0.103515  -2.340622
C  -0.613304  -0.014756  -2.664657
C  -0.949564  -1.229010  -3.533589
C  -0.307632  -1.239370  -4.926254
C  -0.628301  -0.027237  -5.805697
C  -2.108352  0.109352  -6.127246
H  1.468448  0.245281  -3.244153
H  1.042892  0.963510  -1.688194
H  1.226949  -0.792345  -1.824161
H  -0.959148  0.907337  -3.143958
H  -1.168972  -0.098337  -1.722909
H  -2.038957  -1.297167  -3.634381
H  -0.639768  -2.141007  -3.005297
H  -0.630420  -2.150008  -5.447230
H  0.781342  -1.321713  -4.825454
H  -0.076604  -0.127739  -6.747797
H  -0.268100  0.893168  -5.335792
H  -2.481854  -0.785355  -6.636293
H  -2.272615  0.967354  -6.787185
H  -2.705404  0.268124  -5.224158
C  -5.893538  3.192305  -2.797908
C  -6.415918  2.079535  -1.902803
C  -5.996746  2.230938  -0.438598
C  -4.486412  2.179271  -0.177986
C  -3.780732  0.907684  -0.658188
C  -4.276405  -0.353711  0.031592
H  -4.799865  3.203394  -2.831481
H  -6.254819  3.053696  -3.820752
H  -6.238123  4.170101  -2.446434
H  -6.092624  1.109715  -2.295893
H  -7.511497  2.080692  -1.951238
H  -6.494722  1.452475  0.150977
H  -6.379202  3.187185  -0.056335
H  -4.319363  2.290802  0.901145
H  -4.005377  3.046151  -0.646954
H  -2.707394  1.012059  -0.460519
H  -3.883943  0.798223  -1.742191
H  -4.144410  -0.283498  1.116388
H  -3.712260  -1.222749  -0.322220
H  -5.334379  -0.539468  -0.176814

Atomic forces in eV per Å
C 0.64 -0.27 -0.34
C 0.35 1.08 0.61
C 0.59 1.20 -0.96
F 1.72 -0.62 -2.68
C 2.09 -0.77 0.76
C 2.39 0.69 3.27
S 0.44 0.42 1.56
C -1.21 2.04 2.21
C -1.91 0.82 -0.13
C -1.90 -1.50 -2.82
N -1.90 -6.32 3.40
C 1.52 0.86 -2.41
S -1.69 4.50 -3.66
C 1.92 -2.65 -2.85
N -1.93 -5.70 4.03
C -6.12 -0.51 -0.30
O 8.62 4.52 -6.20
C 1.62 -1.18 3.50
O -4.21 2.29 -7.05
C -2.47 -1.29 -2.28
C -1.44 -0.45 1.26
S -0.82 7.84 -1.54
O -2.77 -4.31 0.76
O 3.75 -4.28 0.86
C 1.84 1.33 4.09
C -1.91 -3.37 -1.94
O 3.94 6.76 3.88
H -0.19 -2.31 1.31
H 1.33 -0.41 -2.11
H -2.52 0.50 -0.13
H -1.86 -0.05 1.72
H 2.00 -0.85 0.98
H 1.50 1.18 1.58
H 1.74 0.50 0.23
H -1.52 1.70 -0.36
H -0.33 -1.42 -2.20
H 0.08 0.16 1.60
H -1.48 -0.16 2.34
C 0.11 0.14 -0.02
C -0.03 -0.17 0.05
C -0.13 0.00 -0.03
C 0.15 0.01 0.03
C 0.06 -0.17 -0.03
C -0.10 0.18 -0.06
H -0.02 -0.02 0.11
H 0.08 -0.08 -0.03
H 0.00 0.10 -0.10
H -0.03 -0.06 0.01
H 0.01 0.02 -0.11
H 0.06 -0.01 -0.01
H -0.02 0.10 -0.03
H 0.03 0.09 0.03
H -0.10 -0.01 0.01
H 0.01 0.03 0.12
H 0.02 -0.05 0.01
H 0.00 0.08 0.08
H -0.07 -0.12 0.07
H 0.02 -0.04 -0.09
C 0.05 -0.01 -0.17
C -0.10 0.05 0.12
C -0.05 -0.09 0.10
C 0.05 0.10 -0.10
C 0.02 0.16 0.14
C 0.03 -0.17 -0.08
H -0.10 0.05 -0.01
H 0.07 0.09 0.06
H 0.07 -0.07 -0.03
H -0.02 0.03 0.06
H 0.11 -0.07 0.03
H 0.05 0.07 -0.02
H 0.04 -0.12 -0.06
H -0.01 -0.02 -0.08
H -0.06 -0.07 0.05
H -0.09 0.04 -0.09
H 0.02 0.04 0.02
H -0.08 0.00 -0.05
H -0.09 0.01 0.06
H 0.11 -0.01 0.08



Entry 2:
A molecular structure, C4H10NP at a distorted geometry. Source: the Open Molecules 2025 dataset; level of theory: wB97M-V/def2-TZVPD.

Results
DFT total energy: -15086.351 eV
relative energy (zero: lowest compared OMol25 entry of this formula, charge and spin): 44.88 kcal per mole

Atoms and positions in Å:
C  2.178451  0.213643  0.204386
C  1.061311  0.365412  -0.998912
C  -1.356838  1.226798  0.600956
C  -1.254943  -1.618417  -0.140772
N  1.303183  -0.547303  1.105178
P  -0.065438  -0.260929  0.246120
H  2.897424  -0.439287  -0.101986
H  2.498590  1.088381  0.647725
H  0.794017  1.349050  -1.444593
H  1.453901  -0.432552  -1.743674
H  -1.679863  0.904152  1.587019
H  -0.813283  2.145062  0.658831
H  -2.262556  1.314825  -0.117645
H  -1.661050  -2.016097  0.791805
H  -2.153019  -1.051157  -0.396474
H  -0.939882  -2.241580  -0.897964

Atomic forces in eV per Å
C -4.59 -0.27 -1.01
C 1.83 -0.63 -1.06
C -0.21 -2.30 -0.95
C -1.15 3.08 2.36
N -2.47 -0.52 0.71
P 0.64 0.88 0.19
H 2.58 -1.24 -0.90
H 0.97 2.03 0.53
H 0.51 -0.73 0.04
H -1.23 1.55 0.77
H -0.42 0.43 0.23
H 0.33 0.54 0.08
H 1.68 -0.33 1.10
H 0.81 -0.82 0.01
H 0.08 -0.02 -0.88
H 0.65 -1.67 -1.22



Entry 3:
A molecular structure, C8H18CdO10 at a distorted geometry. Source: the Open Molecules 2025 dataset; level of theory: wB97M-V/def2-TZVPD.

Results
DFT total energy: -33623.436 eV
relative energy (zero: lowest compared OMol25 entry of this formula, charge and spin): 2.96 kcal per mole

Atoms and positions in Å:
O  -2.316214  0.554473  1.071419
H  -1.860470  0.531641  0.168144
H  -1.880652  -0.165780  1.697073
H  -2.105847  1.429696  1.429667
Cd  0.718187  0.874001  -0.810923
C  1.655682  -2.632152  0.673311
C  1.852758  -3.757777  1.498053
C  0.921066  -4.029361  2.664463
O  1.132544  -4.949918  3.469813
C  -0.147045  -3.159775  2.909596
C  -0.317738  -1.939522  2.231113
C  0.583761  -1.750910  0.960893
O  0.158690  -0.889242  0.126295
O  -1.038439  -0.986097  2.623874
O  2.886019  -4.426671  1.296184
H  2.324542  -2.443719  -0.152538
H  -0.782130  -3.393577  3.752929
C  -3.608932  1.678531  -1.962958
C  -2.137290  2.046991  -2.047359
O  -1.278828  1.191665  -1.335185
H  -4.266344  2.471632  -2.315299
H  -3.874471  1.531282  -0.912425
H  -3.771488  0.716970  -2.452969
H  -2.056257  3.035751  -1.552582
H  -1.735632  2.182051  -3.059803
O  1.600013  2.703506  -1.503062
H  2.068690  2.709149  -2.349116
H  1.400604  3.632656  -1.327069
O  0.502816  1.791180  1.159629
H  0.172565  2.700455  1.106441
H  1.382472  1.880984  1.550472
O  1.243188  -0.045618  -2.588630
H  0.683859  -0.415333  -3.286938
H  2.134744  -0.363152  -2.788296
O  2.891807  0.616358  -0.136117
H  3.716037  0.430763  -0.603610
H  3.147731  0.638867  0.795511

Atomic forces in eV per Å
O -0.51 0.46 -0.27
H 0.08 0.25 -0.85
H 1.42 -1.01 0.97
H -0.06 -0.26 0.10
Cd -1.50 -0.81 0.73
C -2.55 2.30 0.98
C 3.13 -0.67 -0.53
C 0.15 -1.58 1.48
O 0.42 0.31 -1.13
C -1.36 2.45 -0.83
C 2.20 -2.41 0.10
C 0.42 -2.20 -0.28
O -0.49 0.46 0.23
O -1.72 1.41 -0.64
O -1.31 -0.20 0.64
H -0.06 -0.11 -0.19
H 0.05 0.12 0.11
C 0.37 -0.62 0.26
C 0.89 0.96 1.13
O -1.46 -0.47 0.28
H 0.06 -0.10 -0.42
H 0.09 -0.01 0.01
H -0.31 0.16 -0.19
H -0.09 0.25 -0.39
H -0.48 -0.08 -0.22
O 0.95 1.99 -0.88
H -0.11 -0.05 0.09
H -0.10 -0.15 -0.02
O 0.09 1.31 1.25
H 0.01 -0.12 0.11
H -0.22 -0.05 0.31
O 1.27 -1.06 -2.77
H -0.20 0.08 0.33
H -0.20 -0.16 0.09
O 1.27 0.11 0.37
H -0.09 -0.07 0.09
H -0.04 -0.40 -0.08



Entry 4:
2 unconnected molecules or ions with the total composition C5H8BNO3 at a distorted geometry. Source: the Open Molecules 2025 dataset; level of theory: wB97M-V/def2-TZVPD.

Results
structure (SMILES): C=C1C=CC=N1.OB(O)O
DFT total energy: -13625.230 eV
relative energy (zero: lowest compared OMol25 entry of this formula, charge and spin): 0.00 kcal per mole

Atoms and positions in Å:
C  1.033390  1.672396  -1.555627
C  1.047519  0.648962  -0.597902
C  1.306696  0.861613  0.875607
C  1.449485  -0.364910  1.414751
C  1.281430  -1.291133  0.298504
N  1.042770  -0.744713  -0.856322
H  1.172131  2.759351  -1.341347
H  1.155771  1.372507  -2.569258
H  1.173310  1.728272  1.349885
H  1.596575  -0.645671  2.504747
H  1.264857  -2.324169  0.347717
O  -3.040900  -0.885472  1.052803
B  -2.017537  -0.503649  0.228249
O  -1.627535  -1.382122  -0.708571
O  -1.503533  0.796426  0.380840
H  -3.444183  -1.578226  0.703884
H  -0.976662  -1.194964  -1.287738
H  -0.913580  1.075502  -0.240223

Atomic forces in eV per Å
C 0.91 -1.70 2.45
C 1.26 2.77 -0.67
C -0.47 -3.65 -2.24
C 0.26 0.07 1.02
C -0.21 1.46 -0.68
N 0.30 0.69 0.28
H -0.36 -1.22 0.19
H -0.45 -0.14 -0.79
H -0.07 3.37 1.72
H -0.18 0.43 -1.73
H 0.16 -1.98 0.32
O 2.82 5.07 2.35
B 0.03 1.92 0.36
O -3.53 -1.90 2.12
O -3.47 -2.21 2.84
H -2.85 -5.05 -2.13
H 3.57 1.09 -2.81
H 2.27 0.99 -2.62